(1)
Here is a structure of composition C10H11F18MgN4O13S6 at a distorted geometry from the Open Molecules 2025 dataset. Energies are from ωB97M-V/def2-TZVPD.

Calculated values
F_max (eV/A): 4.5
Frontier orbital gap (hartree): 0.1050
Calculated total energy (Ha): -5971.20869
Relative energy (zero: lowest compared OMol25 entry of this formula, charge and spin) (kcal/mol): 316.92

The geometry in ORCA input format:
```
! RIJCOSX wB97M-V def2-TZVPD def2/J DEFGRID3
* xyz -1 1
Mg 13.45890 17.92036 -11.88151
C 15.31699 18.40228 -5.64567
F 16.05593 18.61929 -4.61280
F 15.18859 17.13630 -6.00165
F 14.04735 18.93950 -5.40507
S 16.06897 19.46176 -7.14496
O 15.08437 20.47915 -7.45643
O 17.32111 20.04958 -6.65961
N 16.26799 18.34781 -8.52588
S 17.62055 17.59336 -8.08981
O 17.89472 17.47735 -6.61650
O 17.88615 16.39802 -8.82423
C 19.00103 18.79919 -8.79692
F 19.67335 19.38511 -7.75080
F 19.90261 18.23508 -9.53817
F 18.44674 19.79909 -9.45942
C 14.05162 12.19585 -11.76669
F 15.20514 11.73906 -12.07745
F 13.25622 11.26475 -11.28713
F 14.22773 13.30197 -10.98215
S 13.26474 12.97454 -13.37987
O 13.19915 11.88149 -14.31315
O 11.98128 13.57509 -13.12133
N 14.37258 14.35813 -13.61259
S 15.21970 13.81398 -14.85035
O 15.87175 12.53602 -14.56268
O 14.65449 14.02207 -16.15377
C 16.83450 15.06647 -14.76643
F 17.13070 15.51487 -16.02627
F 16.51233 16.15319 -14.01117
F 17.93640 14.43205 -14.32658
C 12.13486 21.42027 -17.08978
F 11.89085 20.41574 -17.96439
F 13.37418 21.45226 -16.69174
F 11.94368 22.51169 -17.81264
S 11.00545 21.29533 -15.51209
O 10.05931 22.45772 -15.46972
O 10.24664 20.04993 -15.56267
N 12.17556 21.42514 -14.10495
S 12.45558 22.98513 -14.06892
O 13.67944 23.15750 -13.27891
O 12.58057 23.65246 -15.35376
C 10.97673 23.82558 -13.06762
F 10.34182 22.86608 -12.44097
F 11.49623 24.67598 -12.21612
F 10.13474 24.44080 -13.88357
C 7.07739 17.63656 -9.39081
C 8.21015 17.36967 -8.32709
C 7.75006 16.35999 -7.29539
O 7.72698 15.02427 -7.86974
C 6.85502 14.10552 -7.16897
N 9.39537 16.78911 -8.99665
H 6.57928 16.87320 -9.98853
H 7.29599 18.43196 -10.10331
H 6.27335 18.06337 -8.79127
H 8.26409 18.29118 -7.74743
H 6.74839 16.66552 -6.99307
H 8.37763 16.23714 -6.41269
H 6.75085 13.21075 -7.78267
H 5.84786 14.47064 -6.96789
H 7.30618 13.79835 -6.22546
H 8.92004 16.02529 -9.45571
H 9.77274 16.32657 -8.18194
*
```

natural (NBO) population analysis, charges in e, atoms 1 to 4:
1. Mg 1.550
2. C 0.807
3. F -0.276
4. F -0.301

***

(2)
Here is an isolated molecule of C10H11F2N at a distorted geometry from the Open Molecules 2025 dataset. Energies are from ωB97M-V/def2-TZVPD.

Calculated values
F_max (eV/A): 5.4
Frontier orbital gap (spin up / spin down) (hartree): 0.2896 / 0.2896
Calculated total energy (Ha): -642.04068
Relative energy (zero: lowest compared OMol25 entry of this formula, charge and spin) (kcal/mol): 48.83

The geometry in ORCA input format:
```
! RIJCOSX wB97M-V def2-TZVPD def2/J DEFGRID3
* xyz 0 1
C -3.22643 1.03575 0.14326
C -2.90225 0.44656 -1.05799
C -2.22491 1.61030 0.92271
C -1.54827 0.32371 -1.43055
C -0.91687 1.57467 0.49904
C -0.50485 0.87699 -0.66805
C 0.85600 0.63514 -1.01252
C 2.06622 -0.24895 0.39103
C 2.06425 1.12120 -0.21465
C 2.88297 -1.40127 -0.20098
N 1.57181 -0.40974 1.71902
F 2.06171 2.22651 0.61754
F 3.11518 1.25461 -1.13928
H -4.17427 1.12555 0.44971
H -3.67087 -0.05912 -1.66558
H -2.43476 2.11338 1.77418
H -1.32001 0.11923 -2.51800
H -0.15744 2.16325 0.95108
H 1.12029 0.08786 -1.89894
H 3.54269 -0.99864 -0.89632
H 1.97018 -1.97564 -0.74700
H 3.27856 -1.95700 0.60532
H 1.45122 -1.35357 1.92978
H 0.73912 0.20831 1.91427
*
```

natural (NBO) population analysis, charges in e, atoms 1 to 4:
1. C -0.231
2. C -0.201
3. C -0.193
4. C -0.209

***

(3)
Here is a structure of composition C10H11F3Li2NO5 at a distorted geometry from the Open Molecules 2025 dataset. Energies are from ωB97M-V/def2-TZVPD.

Calculated values
F_max (eV/A): 9.2
Frontier orbital gap (hartree): 0.1626
Calculated total energy (Ha): -1133.42181
Relative energy (zero: lowest compared OMol25 entry of this formula, charge and spin) (kcal/mol): 0.00

The geometry in ORCA input format:
```
! RIJCOSX wB97M-V def2-TZVPD def2/J DEFGRID3
* xyz -1 1
Li -0.67888 1.43431 3.43012
Li 0.68014 0.16694 1.14590
C 2.36409 1.02403 2.73250
O 3.27635 1.01876 3.52682
O 2.59805 0.36609 1.74426
O 1.21739 1.46067 2.79845
C -1.63186 -1.33428 1.54392
O -0.52578 -1.46859 0.63381
O -1.29754 -0.15522 2.24311
C -2.94445 -1.35269 0.65822
F -4.02401 -1.27629 1.48606
F -3.09774 -0.34597 -0.20389
F -3.11672 -2.47618 -0.07315
C 0.03278 -2.74552 0.24200
C 1.30240 -2.38456 -0.48622
H 2.07825 -1.92895 0.12905
H 1.67546 -3.25375 -1.02792
H 1.10662 -1.76917 -1.36433
H -0.59506 -3.33036 -0.43022
H 0.26367 -3.40775 1.07643
H -1.73416 -2.19064 2.21047
N 0.65851 1.10120 -0.85099
C 1.23464 2.32531 -0.90911
C 0.99880 3.27555 -1.86608
C 0.09818 2.91627 -2.84976
C -0.63861 1.67723 -2.82092
C -0.26372 0.84591 -1.81146
H 1.77487 2.52417 0.00467
H 1.37618 4.28269 -1.96435
H -0.09451 3.68218 -3.58642
H -1.46999 1.48898 -3.48408
H -0.62334 -0.17036 -1.87687
*
```

natural (NBO) population analysis, charges in e, atoms 1 to 4:
1. Li 0.958
2. Li 0.859
3. C 0.914
4. O -0.834

***

(4)
Here is a cluster of 2 separate species, C10H11F3N2 in total at a distorted geometry from the Open Molecules 2025 dataset. Energies are from ωB97M-V/def2-TZVPD.

Calculated values
F_max (eV/A): 5.7
Frontier orbital gap (spin up / spin down) (hartree): 0.2700 / 0.2700
Calculated total energy (Ha): -796.68272
SMILES: C1=CNC2=CCCC2=C1.[H]/N=C\C(F)(F)F
Relative energy (zero: lowest compared OMol25 entry of this formula, charge and spin) (kcal/mol): 7.81

The geometry in ORCA input format:
```
! RIJCOSX wB97M-V def2-TZVPD def2/J DEFGRID3
* xyz 0 1
C 2.66203 1.68686 -0.38032
C 1.87630 2.20992 0.56808
N 0.89388 1.42597 1.09041
C 0.74506 0.08522 0.62650
C -0.11734 -0.80482 1.19599
C 0.10717 -2.09202 0.59807
C 1.12585 -1.86004 -0.53289
C 1.52798 -0.42991 -0.35768
C 2.46770 0.36340 -0.95355
H 3.37635 2.36854 -0.85239
H 1.93444 3.19086 0.95359
H 0.27945 1.63292 1.87271
H -0.88725 -0.60520 1.89578
H -0.63442 -2.74516 0.23701
H 0.66899 -2.82663 1.27872
H 0.57529 -2.00366 -1.53378
H 1.89380 -2.63568 -0.51185
H 3.30013 0.00605 -1.59475
H -2.75004 2.43347 -0.28023
N -1.94640 1.85947 -0.61268
C -2.04268 0.61754 -0.69409
C -3.19995 -0.29606 -0.28808
F -2.80357 -1.52938 -0.43441
F -3.74614 -0.13780 0.89719
F -4.17900 -0.02428 -1.19272
H -1.12762 0.11041 -0.99466
*
```

natural (NBO) population analysis, charges in e, atoms 1 to 4:
1. C -0.331
2. C 0.043
3. N -0.545
4. C 0.165

***

(5)
Here is a structure of composition C10H11N at a distorted geometry from the Open Molecules 2025 dataset. Energies are from ωB97M-V/def2-TZVPD.

Calculated values
F_max (eV/A): 7.7
Frontier orbital gap (hartree): 0.2718
Calculated total energy (Ha): -441.94638
Relative energy (zero: lowest compared OMol25 entry of this formula, charge and spin) (kcal/mol): 277.09

The geometry in ORCA input format:
```
! RIJCOSX wB97M-V def2-TZVPD def2/J DEFGRID3
* xyz 0 1
C -2.94621 -0.73282 -0.25396
C -1.38319 -0.68475 -0.00004
C -0.50216 -1.71903 0.23008
C 0.85620 -1.11560 -0.02850
C 2.20110 -1.38469 0.15026
C 3.21008 -0.51282 0.02370
C 2.83938 0.93082 -0.20302
C 1.52413 1.18314 -0.23836
C 0.57992 0.23273 -0.28064
C -1.38499 1.85941 0.31073
H -3.30931 -1.37553 1.17853
H -3.11552 0.75717 -0.76108
H -3.29271 -1.89071 -1.54237
H -0.88111 -2.88027 -0.05711
H 2.50003 -2.44913 0.02004
H 4.31577 -0.77700 0.28184
H 3.58175 1.51849 -0.11828
H 0.75156 2.12857 -0.22636
H -1.88472 2.65138 -0.68051
H -2.36491 1.45827 1.05625
H -0.52905 2.32027 1.18147
N -0.76605 0.48211 -0.04265
*
```

natural (NBO) population analysis, charges in e, atoms 1 to 4:
1. C -0.644
2. C 0.082
3. C -0.307
4. C -0.057

***

(6)
Here is an isolated molecule of C10H11N at a distorted geometry from the Open Molecules 2025 dataset. Energies are from ωB97M-V/def2-TZVPD.

Calculated values
F_max (eV/A): 6.2
Frontier orbital gap (hartree): 0.3407
Calculated total energy (Ha): -442.33138
SMILES: C=C1c2ncccc2C[C@H]1C
Relative energy (zero: lowest compared OMol25 entry of this formula, charge and spin) (kcal/mol): 35.50

The geometry in ORCA input format:
```
! RIJCOSX wB97M-V def2-TZVPD def2/J DEFGRID3
* xyz 0 1
C 1.15589 -2.34628 -0.55243
C 0.80046 -1.11336 -0.29905
C -0.64907 -0.67331 -0.18526
N -1.72300 -1.39066 0.12435
C -2.81766 -0.73765 0.40878
C -2.90850 0.63690 0.36045
C -1.86431 1.38191 -0.11580
C -0.71830 0.72632 -0.26145
C 0.62706 1.29164 -0.78778
C 1.73326 0.11486 -0.30614
C 2.21128 0.52995 1.11350
H 2.05057 -2.63869 -0.84418
H 0.29708 -3.15490 -0.69461
H -3.63742 -1.36112 0.52285
H -3.78544 1.06770 0.63234
H -1.87231 2.45397 0.16133
H 0.63506 1.26725 -1.98129
H 0.85824 2.28375 -0.48418
H 2.58887 -0.08759 -0.92617
H 1.46339 0.29026 1.81762
H 2.48947 1.58364 1.11493
H 3.06537 -0.12459 1.18219
*
```

natural (NBO) population analysis, charges in e, atoms 1 to 4:
1. C -0.351
2. C -0.030
3. C 0.171
4. N -0.400